[1]
69
Properties=species:S:1:pos:R:3:forces:R:3:lowdin_charge:R:1 method="wB97M-V/def2-TZVPD" e_lumo_ha=0.063 charge=-1 homo_ev=-6.620 gap_ev=8.334 max_force_ev_per_a=8.86 e_tot_ha=-5633.718733
Y 0.190306 -21.557783 -28.058283 -2.1 2.3 -0.3 1.7406
Cl -2.124979 -22.015804 -24.717475 -0.3 1.6 -0.5 0.6651
O -2.811516 -23.257459 -24.552574 0.0 -0.2 -0.2 -0.3273
O -1.275019 -22.062925 -25.922171 0.7 -0.6 -0.6 -0.4700
O -3.041030 -20.928381 -24.973168 -0.4 -0.4 0.2 -0.3526
O -1.330619 -21.704836 -23.575723 0.3 -0.4 0.1 -0.3211
Cl -0.086385 -21.039212 -32.044924 0.2 -1.7 0.1 0.6449
O 1.198439 -21.564074 -32.393346 0.8 0.0 -0.3 -0.3441
O -1.103573 -21.764753 -32.731399 -0.5 -0.2 -0.1 -0.3295
O -0.248614 -21.289216 -30.609474 -0.3 0.4 1.1 -0.4487
O -0.181213 -19.664415 -32.348752 0.0 1.2 0.2 -0.3161
N -0.190478 -18.856933 -24.356053 2.4 -1.0 -1.8 -0.2086
S 1.177555 -19.531357 -25.034384 0.5 -3.7 4.2 0.5923
O 2.435533 -18.864177 -24.845090 -1.0 0.5 -1.6 -0.2502
O 0.985629 -20.455441 -26.153811 0.1 1.1 -0.5 -0.3968
F 1.350672 -20.615863 -23.884307 -0.5 0.0 -0.3 -0.1748
S -0.070389 -17.508327 -25.140297 -1.8 3.7 -0.6 0.4449
O -0.043017 -17.680696 -26.575046 0.3 0.1 0.3 -0.2986
O 0.788167 -16.520799 -24.555936 -0.1 -0.3 -0.3 -0.2857
F -1.517771 -16.879052 -24.858412 0.3 -0.6 0.0 -0.1888
N 0.627992 -23.705190 -27.622719 -0.3 -3.5 -2.4 -0.3770
S 0.495339 -25.139535 -28.593979 2.0 -0.4 -5.9 0.5730
O -0.492955 -26.142678 -28.363305 0.1 1.1 1.2 -0.2149
O 1.769763 -25.566937 -29.129625 -0.8 0.3 1.7 -0.2629
F -0.015206 -24.394037 -29.881443 -0.8 0.8 0.3 -0.1648
S 0.748627 -24.548992 -26.336200 0.6 0.1 8.8 0.4379
O 1.853039 -25.473284 -26.262778 -1.2 -0.2 -1.3 -0.2513
O -0.514335 -24.847761 -25.721481 1.1 -0.4 -1.1 -0.2413
F 1.362401 -23.447290 -25.339482 -0.5 0.5 -0.8 -0.1806
C -4.068888 -17.588893 -27.823973 -0.4 0.3 0.7 -0.1040
C -4.422284 -18.300976 -29.108542 -0.5 0.2 0.7 -0.1137
O -3.224299 -19.008589 -29.349226 0.9 -0.9 -1.0 0.0961
C -2.563126 -19.199395 -28.193636 -0.9 0.9 0.9 -0.5179
O -1.631938 -19.907729 -27.974019 0.9 -0.8 -0.8 0.0809
O -3.108192 -18.451876 -27.231928 0.1 -0.3 0.0 0.0862
H -4.916709 -17.527592 -27.142917 0.1 0.2 0.0 0.1377
H -3.579077 -16.621394 -27.947297 -0.2 0.1 -0.2 0.1400
H -4.727154 -17.622839 -29.902377 0.6 -0.1 -0.3 0.1337
H -5.242712 -19.007979 -28.951335 0.2 -0.1 0.0 0.1331
C 4.069443 -17.506495 -28.308704 0.8 -0.5 0.0 -0.0794
C 4.175403 -17.835464 -29.832155 -0.9 -0.3 1.1 -0.0583
O 3.047998 -18.691680 -30.014996 -1.1 -0.8 -0.8 0.0748
C 2.396718 -18.944803 -28.888775 0.6 1.8 0.9 -0.5355
O 1.350075 -19.497308 -28.732391 -0.3 -0.9 -0.6 0.0673
O 3.024023 -18.353456 -27.864591 -0.4 0.0 0.3 0.0729
H 3.869739 -16.471045 -28.039684 -0.3 0.0 -0.3 0.1341
H 4.945164 -17.829364 -27.744481 0.2 0.2 -0.2 0.1300
H 5.032832 -18.466398 -30.058952 0.3 0.6 -0.3 0.1266
H 3.968855 -16.993977 -30.487844 0.7 0.1 0.0 0.1336
C -5.292791 -23.273311 -28.607804 -0.4 -2.3 -0.6 -0.1044
C -4.770378 -24.508769 -29.440490 -1.4 0.5 1.7 -0.1010
O -3.398037 -24.262664 -29.533002 1.4 0.0 -0.5 0.0947
C -3.059199 -23.099525 -28.957352 -1.1 0.0 -0.8 -0.4976
O -1.961704 -22.659961 -28.838377 0.7 -0.1 0.3 0.0862
O -4.177360 -22.432790 -28.643412 0.1 1.3 0.9 0.0905
H -5.588826 -23.607762 -27.612470 0.5 0.5 0.3 0.1322
H -6.193691 -22.892390 -29.084557 0.4 0.7 -0.1 0.1226
H -5.360209 -24.530747 -30.356101 0.9 -0.3 -0.5 0.1257
H -4.854928 -25.431801 -28.866615 -0.4 0.0 -0.3 0.1329
C 5.046593 -22.064765 -31.007228 1.0 -1.5 1.0 -0.0960
C 4.740241 -23.557472 -30.783621 1.4 0.9 -0.3 -0.0896
O 3.766623 -23.467332 -29.759924 -0.5 -1.1 0.2 0.1084
C 3.176142 -22.280932 -29.787663 0.3 -1.0 -1.2 -0.5190
O 2.133415 -22.038822 -29.252824 0.2 0.4 0.6 0.0488
O 3.861580 -21.453441 -30.557881 -0.8 1.5 -0.5 0.0904
H 5.357930 -21.899639 -32.033382 -0.5 0.7 0.0 0.1380
H 5.810331 -21.780609 -30.277778 0.3 0.2 -0.4 0.1337
H 5.633248 -24.072265 -30.435235 -0.2 -0.1 0.4 0.1333
H 4.475273 -24.038775 -31.725226 -1.0 -0.1 0.4 0.1388



[2]
62
Properties=species:S:1:pos:R:3:forces:R:3:lowdin_charge:R:1 method="wB97M-V/def2-TZVPD" e_lumo_ha=-0.090 charge=0 homo_ev=-6.919 gap_ev=4.475 max_force_ev_per_a=5.39 e_tot_ha=-1850.802104
C 1.315282 4.183655 -1.149295 1.6 -1.7 -1.7 -0.2690
C 3.029494 0.824920 -1.611415 -0.4 3.9 0.2 -0.1729
H 0.889941 4.485495 -2.092772 0.0 0.6 0.0 -0.0025
H 2.368242 3.838068 -1.269719 0.0 2.0 0.2 -0.0386
H 1.016148 4.636494 -0.221401 -0.2 -0.3 0.1 -0.0804
H 3.086812 0.327426 -2.529653 0.0 -0.4 -1.2 -0.0078
H 3.341170 1.922775 -1.651564 1.4 -1.6 -0.4 -0.0071
H 3.428696 0.365674 -0.757902 0.2 -0.7 1.0 -0.0440
C -2.454924 2.083624 -2.697767 -0.2 0.3 0.0 -0.1441
C -3.762594 1.859634 -3.132450 0.0 -0.7 -0.2 -0.0406
C -4.065164 0.610232 -3.705579 0.8 0.6 0.4 -0.0377
C -3.039554 -0.330035 -3.776109 0.2 -0.2 0.0 -0.0104
H -2.206380 3.013878 -2.164592 -0.1 -0.4 -0.4 0.0919
H -4.515132 2.635829 -3.015764 0.2 -0.2 0.0 0.1054
H -5.059954 0.368725 -4.071783 0.2 0.1 0.1 0.1094
H -3.224738 -1.331913 -4.172209 -0.2 0.5 0.2 0.1009
N -1.464508 1.206985 -2.844109 0.3 -0.3 0.3 0.0831
C -1.748528 -0.022148 -3.322671 -0.4 0.9 0.1 -0.2171
C -0.669662 -1.046356 -3.288133 0.9 -0.6 0.0 -0.1908
N 0.508981 -0.714785 -2.722265 -0.7 0.1 0.0 0.0823
C 1.418444 -1.663549 -2.525659 0.1 -0.2 -0.2 -0.1448
C 0.113975 -3.316697 -3.671558 0.3 0.6 0.3 -0.0465
C 1.290112 -2.972919 -2.985830 -0.5 0.0 -0.2 -0.0424
H 2.323164 -1.368248 -1.979126 -0.5 -0.3 -0.2 0.0781
H 2.095072 -3.684541 -2.813733 -0.2 0.1 0.0 0.1052
C -0.875216 -2.345035 -3.796567 0.0 0.4 0.1 -0.0037
H -1.819356 -2.560386 -4.292397 0.4 -0.2 0.1 0.0981
H -0.033894 -4.305824 -4.096674 0.1 0.1 0.1 0.1087
Pb 1.158988 1.923256 -1.261276 -4.4 -2.2 2.2 1.3961
I -0.868212 3.138028 1.065174 0.3 -0.3 -0.4 0.2547
C 3.256736 1.600952 2.161983 0.1 0.0 0.1 -0.0523
C 2.777136 0.188477 1.952535 -0.1 -0.7 0.0 -0.2537
C 3.527516 -0.698224 1.176711 0.0 0.1 -0.6 -0.1234
C 3.065232 -1.977796 0.859513 0.1 -0.1 0.4 -0.1054
C 1.856596 -2.407243 1.387324 0.2 0.4 -0.1 -0.0322
C 1.075708 -1.526391 2.154498 0.5 0.1 -0.1 -0.2154
N -0.176098 -1.985646 2.515092 0.1 -1.2 0.3 0.0884
C -1.330502 -1.272670 2.839955 -0.6 0.9 0.2 -0.2361
C -1.924674 -1.480473 4.093357 -0.1 0.4 -0.2 -0.0443
C -2.960154 -0.657283 4.523736 -0.1 0.0 -0.3 -0.0950
C -3.452788 0.337557 3.669263 0.1 0.1 -0.4 -0.0814
C -2.952106 0.450065 2.362391 0.0 0.0 0.5 -0.0682
C -1.881148 -0.344094 1.941992 0.2 -0.4 0.1 -0.1009
C -1.410890 -0.274412 0.484393 -1.2 0.3 -0.9 -0.6567
O -2.329512 -0.336835 -0.365204 0.7 0.1 0.6 -0.0018
O -0.172972 -0.139506 0.239618 0.6 0.6 -0.3 -0.1558
C 1.579566 -0.257737 2.530037 0.1 -0.3 -0.3 -0.1665
C 0.860594 0.631936 3.487912 -0.4 0.6 0.2 -0.0390
H 2.500108 2.341784 1.864571 0.0 -0.1 0.2 0.0601
H 3.493560 1.773377 3.219109 0.0 0.2 -0.2 0.0846
H 4.166419 1.789796 1.584758 0.0 0.0 0.1 0.0745
H 4.452771 -0.334851 0.723534 0.0 -0.2 0.3 0.0991
H 3.649296 -2.638286 0.206071 -0.2 0.3 0.4 0.1038
H 1.464592 -3.402137 1.179084 0.1 0.2 -0.1 0.1107
H -0.252018 -2.986739 2.635091 0.1 0.2 -0.1 0.1427
H -1.515262 -2.252749 4.737920 0.0 0.1 0.0 0.1084
H -3.379976 -0.786686 5.520650 0.1 0.0 -0.2 0.0973
H -4.240844 1.023169 4.000677 0.3 -0.4 -0.1 0.0996
H -3.347502 1.192371 1.662104 0.1 -0.4 0.3 0.0869
H 0.217191 1.352705 2.937430 0.2 -0.4 0.4 -0.0046
H 0.234410 0.076646 4.198232 0.2 0.2 -0.3 0.0835
H 1.572318 1.238635 4.070476 -0.2 -0.3 -0.2 0.0797



Short version: energy relative to the best compared isomer or geometry (same formula, charge and spin) = 0.0, 529.9 kJ/mol, in the order given.